1.
{
  "formula": "H10O4S",
  "method": "ωB97M-V with the def2-TZVPD basis set",
  "elements": ["S", "H", "H", "H", "H", "O", "H", "H", "O", "H", "H", "O", "H", "H", "O"],
  "xyz": [[-2.79517, -1.24398, 1.84858], [-2.67359, -1.38928, 0.52392], [-1.80737, -0.34991, 1.93792], [-1.71264, 2.56468, 1.43292], [-0.44131, 2.17971, 0.66175], [-1.38582, 2.35438, 0.54615], [0.02802, -0.25146, -1.57058], [0.53722, -1.54881, -1.95971], [0.86958, -0.64114, -1.86972], [1.80466, -2.02863, -0.19154], [1.43042, -2.41613, 1.26370], [1.25587, -2.62948, 0.33480], [1.38268, 1.23531, -0.51990], [1.82189, 2.04222, -1.69495], [1.68556, 2.12252, -0.74334]],
  "mulliken_charge": [-0.25, 0.13, 0.12, 0.32, 0.30, -0.61, 0.33, 0.31, -0.66, 0.35, 0.30, -0.63, 0.31, 0.33, -0.62],
  "e_tot_ev": -19187.2229,
  "total_charge": 0,
  "lumo_ha": 0.0063,
  "smiles": "O.O.O.O.S",
  "multiplicity": 1,
  "relative_energy_kj_mol": 77.7,
  "gap_ha": 0.3670,
  "homo_energy_ha": -0.361
}

=====

2.
{
  "formula": "C10H16",
  "method": "ωB97M-V with the def2-TZVPD basis set",
  "elements": ["C", "C", "C", "H", "H", "H", "H", "H", "H", "H", "H", "C", "C", "C", "C", "C", "C", "C", "H", "H", "H", "H", "H", "H", "H", "H"],
  "xyz": [[1.19739, 3.02759, -0.06362], [1.55363, 3.05703, -1.55562], [-0.20904, 3.53273, 0.24977], [1.34062, 1.99606, 0.26772], [1.91555, 3.63061, 0.49735], [1.37546, 4.06301, -1.94067], [-0.97878, 2.83511, -0.07225], [-0.31101, 3.70703, 1.32128], [-0.35588, 4.48684, -0.26211], [2.58447, 2.74205, -1.69008], [0.89987, 2.39575, -2.12243], [1.67223, -1.87303, 1.40561], [-0.29430, -0.52594, 0.59613], [0.34949, -1.75768, 0.69026], [-1.49994, -0.40099, -0.07861], [-2.07909, -1.51177, -0.67103], [-0.25125, -2.86406, 0.10053], [-1.45442, -2.75083, -0.58237], [0.13434, 0.34076, 1.08524], [-2.00163, 0.55247, -0.17756], [1.83683, -2.89114, 1.76046], [1.67623, -1.22217, 2.27627], [-3.02317, -1.41559, -1.18585], [0.25503, -3.81849, 0.16911], [-1.92034, -3.61909, -1.02981], [2.50029, -1.62925, 0.74012]],
  "mulliken_charge": [0.09, -1.21, -0.97, 0.02, 0.31, 0.33, 0.14, 0.29, 0.40, 0.33, 0.31, -1.39, -0.08, 0.66, -0.61, -0.48, -0.42, -0.52, 0.36, 0.31, 0.42, 0.36, 0.38, 0.34, 0.37, 0.27],
  "e_tot_ev": -10629.6023,
  "total_charge": 0,
  "lumo_ha": 0.0374,
  "smiles": "Cc1ccccc1.CCC",
  "multiplicity": 1,
  "relative_energy_kj_mol": 13.6,
  "gap_ha": 0.3706,
  "homo_energy_ha": -0.333
}

=====

3.
{
  "formula": "C5H6OS",
  "method": "ωB97M-V with the def2-TZVPD basis set",
  "elements": ["C", "C", "C", "C", "C", "O", "S", "H", "H", "H", "H", "H", "H"],
  "xyz": [[0.63228, -0.67136, -0.74659], [1.71136, 0.09725, -1.16763], [1.15807, 0.97781, 0.70886], [0.22894, -0.04494, 0.44930], [-0.64533, -0.59095, 1.29399], [2.03058, 1.01736, -0.24683], [-2.77576, 0.35633, -0.80004], [0.06605, -1.51022, -1.17128], [2.40812, 0.18988, -1.99351], [1.30895, 1.71234, 1.39294], [-1.12319, -1.47173, 1.00521], [-0.90394, -0.26056, 2.25928], [-4.09613, 0.19880, -0.98369]],
  "mulliken_charge": [-0.30, -0.35, -0.68, 1.04, -1.25, -0.30, -0.25, 0.38, 0.40, 0.52, 0.39, 0.29, 0.11],
  "e_tot_ev": -18160.7985,
  "total_charge": 0,
  "lumo_ha": [-0.0128, -0.0724],
  "multiplicity": 1,
  "relative_energy_kj_mol": 370.4,
  "gap_ha": [0.3222, 0.1948],
  "homo_energy_ha": [-0.335, -0.267]
}

=====

4.
{
  "formula": "C6H42NO13",
  "method": "ωB97M-V with the def2-TZVPD basis set",
  "elements": ["C", "C", "C", "C", "C", "C", "N", "H", "H", "H", "H", "H", "H", "H", "H", "H", "H", "H", "H", "H", "H", "H", "H", "H", "H", "O", "H", "H", "O", "H", "H", "O", "H", "H", "O", "H", "H", "O", "H", "H", "O", "H", "H", "O", "H", "H", "O", "H", "H", "O", "H", "H", "O", "H", "H", "O", "H", "H", "O", "H", "H", "O"],
  "xyz": [[-2.17855, 0.33680, -2.06036], [-0.86744, -0.13997, -1.51263], [0.26330, 0.81260, -1.79400], [1.78762, 0.10590, -1.80587], [2.52505, 0.61841, -0.65811], [2.69139, -0.58241, 0.32453], [1.39848, -0.66570, 1.19240], [-2.41920, -0.11469, -3.05445], [-3.10944, 0.06410, -1.57783], [-2.09096, 1.41768, -2.07574], [-0.51575, -0.92726, -2.18446], [-0.88132, -0.61662, -0.56618], [0.16190, 1.32642, -2.70571], [0.34371, 1.70620, -1.10467], [1.68856, -0.98150, -1.85002], [2.16480, 0.36676, -2.79486], [3.53320, 1.05859, -0.95135], [2.06527, 1.59131, -0.32187], [3.57454, -0.17111, 0.98907], [2.92169, -1.62010, -0.11559], [1.51397, -1.15691, 2.01307], [0.85588, 0.24748, 1.26778], [0.70765, -1.25394, 0.60209], [-1.39697, -4.71695, -0.10270], [-1.42442, -4.03209, -1.56809], [-1.57906, -3.90214, -0.59031], [-3.59264, 1.25421, -3.87584], [-2.63542, 2.48892, -3.89853], [-3.59721, 2.15231, -3.85789], [2.57517, -5.37643, 0.69005], [2.10118, -5.22604, -0.61343], [1.72487, -5.22370, 0.34368], [2.99318, 1.29230, 3.22079], [3.92965, 0.27316, 3.94018], [3.75144, 0.71686, 3.09524], [-1.73737, 4.10443, -2.19199], [-2.96186, 3.20832, -1.74983], [-2.02785, 3.35264, -1.54466], [-2.32387, -1.78466, 3.59953], [-2.80576, -3.07502, 2.84977], [-2.14450, -2.32900, 2.84619], [-0.95394, -0.47827, -5.34824], [-1.53261, -1.94698, -5.79679], [-1.21184, -1.26220, -5.00696], [2.13130, 4.85392, 1.11159], [1.57277, 4.80870, -0.12997], [1.53555, 4.23244, 0.63316], [-1.50231, 1.64640, 0.26610], [-1.24900, 3.19948, 0.24825], [-1.14766, 2.38419, 0.84029], [0.46605, 2.29252, 1.82186], [-0.23948, 1.79698, 3.01213], [0.70275, 1.81907, 2.63316], [-1.47000, 3.17018, 2.80770], [-1.37660, 3.74737, 4.16718], [-1.48274, 2.91565, 3.69144], [-0.18861, -2.79474, -0.90955], [0.58020, -3.46419, 0.23381], [0.64640, -2.80819, -0.47830], [0.51619, -3.27450, 2.89444], [-0.42676, -2.21968, 3.04142], [0.49482, -2.41440, 2.82032]],
  "mulliken_charge": [-1.47, -0.20, -0.48, -0.67, -0.63, -0.45, 0.12, 0.37, 0.29, 0.11, 0.18, 0.60, 0.68, 0.05, 0.45, 0.40, 0.36, 0.23, 0.28, 0.30, 0.55, 0.07, 0.10, 0.31, 0.34, -0.70, 0.34, 0.33, -0.63, 0.29, 0.32, -0.61, 0.29, 0.30, -0.61, 0.29, 0.35, -0.65, 0.32, 0.30, -0.63, 0.29, 0.32, -0.61, 0.25, 0.29, -0.53, 0.14, 0.34, -0.71, 0.26, 0.38, -0.63, 0.32, 0.32, -0.61, 0.29, 0.20, -0.43, 0.19, 0.36, -0.59],
  "e_tot_ev": -35002.5654,
  "total_charge": 1,
  "lumo_ha": -0.0814,
  "multiplicity": 1,
  "relative_energy_kj_mol": 378.7,
  "gap_ha": 0.3880,
  "homo_energy_ha": -0.469
}

=====

5.
{
  "formula": "CH4I2N3",
  "method": "ωB97M-V with the def2-TZVPD basis set",
  "elements": ["C", "N", "N", "N", "I", "I", "H", "H", "H", "H"],
  "xyz": [[-0.10074, -0.12520, -0.21538], [1.65127, 1.00124, 0.09319], [-1.14606, 0.43526, 0.19933], [0.13111, -1.28597, -0.75152], [1.33674, 2.40901, 1.42122], [-3.03179, -0.50236, 0.23487], [2.01223, 0.04020, 0.35328], [-1.22754, 1.30208, 0.82556], [0.99824, -1.41080, -1.09119], [-0.62347, -1.86346, -1.06938]],
  "mulliken_charge": [0.76, -0.53, -0.50, -0.31, 0.32, 0.27, 0.30, 0.29, 0.23, 0.17],
  "e_tot_ev": -21762.7440,
  "total_charge": 1,
  "lumo_ha": -0.2231,
  "multiplicity": 1,
  "relative_energy_kj_mol": 293.9,
  "gap_ha": 0.2694,
  "homo_energy_ha": -0.493
}

=====

6.
{
  "formula": "C3H5NOS2",
  "method": "ωB97M-V with the def2-TZVPD basis set",
  "elements": ["C", "C", "C", "H", "H", "H", "H", "H", "N", "O", "S", "S"],
  "xyz": [[1.28541, -0.74555, -0.96278], [-0.45316, 0.24634, 0.37813], [0.47702, 0.82432, 1.41147], [1.20855, -1.52756, -1.61322], [1.95502, -1.07885, -0.09027], [1.72033, 0.27111, -1.38133], [1.13761, -0.08503, 2.15183], [-2.92122, -0.48466, -1.47516], [-1.63836, 0.63125, 0.77912], [-0.03333, -0.64166, -0.65647], [0.40231, 2.46863, 1.42922], [-3.14017, 0.12167, 0.02948]],
  "mulliken_charge": [-0.60, 0.73, -0.31, 0.28, 0.27, 0.26, 0.27, 0.14, -0.39, -0.31, -0.16, -0.19],
  "e_tot_ev": -28395.2335,
  "total_charge": 0,
  "lumo_ha": -0.0327,
  "multiplicity": 1,
  "relative_energy_kj_mol": 482.1,
  "gap_ha": 0.2830,
  "homo_energy_ha": -0.316
}

=====

Max |F| for every record listed, in sequence, given in eV/Å: 1.20, 0.78, 2.82, 7.52, 5.32, 6.00.